Arrangement w

A cluster of 2 separate species, C4H10O3 in total. Source: the Open Molecules 2025 dataset; level of theory: ωB97M-V with the def2-TZVPD basis set.

Structure (XYZ):
```
17
Properties=species:S:1:pos:R:3:nbo_charge:R:1
H 1.3265 -0.1932 -0.1870 0.21
H 2.2312 -2.0856 0.4740 0.47
O 0.9864 5.5318 1.8247 -0.95
C -0.7158 0.1163 -0.7750 -0.51
C 0.2625 -1.6618 0.9752 -0.06
H 0.6390 6.3102 2.3244 0.48
O 1.6215 -2.2050 1.2332 -0.74
H 0.0698 -0.9411 1.7126 0.16
H -2.6476 -0.1442 -1.8968 0.11
H 0.6769 -1.5212 -1.1177 0.23
H -0.6689 -2.3281 1.0336 0.19
H -0.3576 0.7491 -1.6500 0.25
H 0.9287 5.7356 0.8569 0.47
C -1.7083 -0.7065 -1.5315 0.43
C 0.4661 -0.8231 -0.2975 -0.43
O -1.4479 -1.8035 -2.0256 -0.54
H -1.3049 0.6827 -0.0355 0.23
```

Properties
E_HOMO in Eh: -0.366
Molar mass in g/mol: 106.1
Orbital gap in eV: 10.6
2S+1: 1

***

Arrangement x

A structure of composition C4H10O3. Source: the Open Molecules 2025 dataset; level of theory: ωB97M-V with the def2-TZVPD basis set.

Structure (XYZ):
```
17
Properties=species:S:1:pos:R:3:nbo_charge:R:1
O 3.5326 3.5241 3.4222 -0.58
H 3.6937 3.3715 1.3254 0.12
H 0.0572 0.4158 -1.0200 0.20
H 0.4762 0.5064 2.0219 0.22
H 2.7329 0.7726 0.6596 0.19
C 3.2470 3.0620 2.2910 0.69
H -1.0532 -0.2393 0.2239 0.22
H 3.8046 4.5407 4.0800 0.46
H 2.0438 2.3389 0.1420 0.18
C 0.5486 1.0287 1.0486 -0.42
H 0.5875 -0.9329 0.0330 0.20
O 3.8937 4.9305 4.9791 -0.98
O 2.2599 2.1641 2.1348 -0.49
H -0.2599 1.7839 1.0110 0.22
C 1.9780 1.5431 0.9087 -0.07
H 3.5393 5.8441 4.8896 0.44
C 0.0000 0.0000 0.0000 -0.60
```

Properties
E_HOMO in Eh: -0.347
Molar mass in g/mol: 106.1
Orbital gap in eV: 10.0
2S+1: 1

***

Which of them is least stable? Easy: arrangement x.

***

Arrangement w

The molecule C13H18N2O2S. Source: the Open Molecules 2025 dataset; level of theory: ωB97M-V with the def2-TZVPD basis set.

Structure (XYZ):
```
36
Properties=species:S:1:pos:R:3:nbo_charge:R:1
C -1.8014 -0.5362 -2.1834 -0.48
H 1.2003 -1.6793 -0.9499 0.23
C 2.9759 1.1121 2.1238 -0.22
H 4.7629 2.2813 2.2434 0.22
H -1.6997 -0.9842 -3.1753 0.22
H 3.7311 4.3043 1.2888 0.22
H -3.6812 -1.5170 -1.7623 0.21
H -2.7040 -3.4101 -0.4837 0.21
C 3.1438 3.4077 1.4165 -0.21
H -1.2886 1.9144 -1.4541 0.37
O -1.1807 3.5212 0.6813 -0.93
H -2.0211 -3.2949 -2.1061 0.20
S -0.6131 2.2067 0.6831 2.28
C 3.7224 2.2679 1.9539 -0.18
N -0.4090 1.7777 -0.9528 -0.68
C -2.6942 -1.4210 -1.3041 -0.39
C 1.8102 3.3921 1.0421 -0.20
O -1.3365 1.1589 1.3512 -0.94
C -0.6587 -2.2685 0.9146 -0.63
C 1.6410 1.0923 1.7540 -0.19
H 0.3401 -2.2481 -2.3966 0.21
H -1.3244 -2.8906 1.5092 0.21
H -2.2557 0.4500 -2.3030 0.21
C -2.0689 -2.8019 -1.1308 -0.40
H -2.8195 -0.9420 -0.3315 0.22
C 1.0815 2.2343 1.2205 -0.26
H 1.0250 0.2164 1.8725 0.24
H 1.3200 4.2568 0.6246 0.24
C -0.6568 -2.7330 -0.5401 -0.20
H -0.2248 -3.7406 -0.5751 0.21
N 0.1215 0.5115 -0.9796 -0.30
H 3.4340 0.2293 2.5435 0.22
H -0.9797 -1.2336 1.0036 0.23
C 0.2185 -1.8074 -1.4042 -0.45
H 0.3438 -2.3501 1.3297 0.21
C -0.4539 -0.4763 -1.5237 0.30
```

Properties
E_HOMO in Eh: -0.342
Molar mass in g/mol: 266.4
Orbital gap in eV: 10.0
2S+1: 1

***

Arrangement x

The molecule C13H18N2O2S. Source: the Open Molecules 2025 dataset; level of theory: ωB97M-V with the def2-TZVPD basis set.

Structure (XYZ):
```
36
Properties=species:S:1:pos:R:3:nbo_charge:R:1
C -1.6318 0.6962 0.0704 -0.26
H 1.5023 -1.5654 1.5699 0.21
C -1.2952 1.2797 -1.1342 -0.20
C -0.9328 2.6333 1.2690 -0.22
H 3.9796 -1.6867 1.7691 0.22
C 2.7919 0.7931 -1.2045 -0.40
H 4.4903 0.7153 1.1650 0.20
H 1.6582 -0.5226 -2.5074 0.24
H -0.4111 -2.0943 1.0162 0.38
C 2.5719 1.1186 0.2723 -0.41
H -0.4988 3.0357 -2.0633 0.22
C 3.5143 -1.1751 0.9229 -0.39
O -2.8930 -1.2921 -1.1303 -0.91
C 2.1275 -1.7681 0.6920 -0.49
H 2.2609 1.5444 -1.7903 0.21
H 4.1432 -1.3606 0.0525 0.20
C 1.4421 -1.2407 -0.5438 0.28
H -0.7917 3.1623 2.1994 0.22
N -0.7075 -1.8345 0.0777 -0.68
H 3.1143 -1.2657 -1.8487 0.21
S -2.1886 -1.0040 0.0753 2.29
C -0.5872 3.2324 0.0675 -0.19
C -1.4549 1.3494 1.2728 -0.22
C 3.4717 0.3242 1.2205 -0.40
C -0.7686 2.5610 -1.1322 -0.22
H 3.8542 0.8837 -1.4377 0.20
H -1.4513 0.7203 -2.0414 0.25
H 1.5221 0.9444 0.5171 0.20
H -0.1744 4.2303 0.0670 0.22
H 3.1172 0.4818 2.2421 0.20
H 2.2085 -2.8567 0.5997 0.24
O -2.7874 -1.3362 1.3354 -0.94
N 0.1951 -1.2854 -0.7718 -0.28
H -1.7379 0.8488 2.1859 0.24
C 2.2776 -0.6055 -1.6156 -0.44
H 2.7630 2.1829 0.4297 0.22
```

Properties
E_HOMO in Eh: -0.340
Molar mass in g/mol: 266.4
Orbital gap in eV: 9.9
2S+1: 1

***

Which of them is least stable? Easy: arrangement x.

***

Arrangement w

A cluster of 2 separate species, C2H7NS2 in total. Source: the Open Molecules 2025 dataset; level of theory: ωB97M-V with the def2-TZVPD basis set.

Structure (XYZ):
```
12
Properties=species:S:1:pos:R:3:nbo_charge:R:1
H -0.7887 -0.1364 1.2325 0.36
S -0.1292 -1.6438 -2.5150 -0.15
N -0.6902 0.8380 0.9526 -0.83
C 0.7253 1.1821 1.2883 -0.01
H 1.4589 -0.6343 0.4224 0.19
H 0.2123 -0.6343 -3.2996 0.14
H -1.4150 1.3657 1.3426 0.37
H -2.3201 -1.8218 -0.9790 0.12
S -2.2951 -1.4498 -2.2186 -0.11
H 0.7595 2.2171 1.6715 0.19
H 2.7935 0.3578 1.0749 0.22
C 1.6887 0.3597 1.0273 -0.50
```

Properties
E_HOMO in Eh: -0.321
Molar mass in g/mol: 109.2
Orbital gap in eV: 8.6
2S+1: 1

***

Arrangement x

A cluster of 2 separate species, C2H7NS2 in total. Source: the Open Molecules 2025 dataset; level of theory: ωB97M-V with the def2-TZVPD basis set.

Structure (XYZ):
```
12
Properties=species:S:1:pos:R:3:nbo_charge:R:1
N 0.9057 -0.4775 -2.1282 -0.59
H -0.1521 -0.4922 3.2445 0.23
H -0.8158 -1.2021 -2.9266 0.14
C 0.2238 -1.3985 -2.6464 -0.04
H 1.0485 -0.4223 1.9574 0.22
H 0.3450 0.3641 -2.0186 0.33
C 0.2070 0.1050 2.4126 -0.74
H -1.0844 2.8407 0.8808 0.13
S -1.1349 0.1658 1.1831 0.09
S -0.6333 1.8381 0.1054 -0.16
H 0.5281 1.1050 2.6766 0.23
H 0.5624 -2.4261 -2.7406 0.16
```

Properties
E_HOMO in Eh: -0.334
Molar mass in g/mol: 109.2
Orbital gap in eV: 9.6
2S+1: 1

***

Which of them is least stable? Easy: arrangement w.

***

Arrangement w

A cluster of 4 separate species, CH10N2O3 in total. Source: the Open Molecules 2025 dataset; level of theory: ωB97M-V with the def2-TZVPD basis set.

Structure (XYZ):
```
16
Properties=species:S:1:pos:R:3:nbo_charge:R:1
H -0.5218 0.2150 -3.0652 0.47
H 3.0130 -0.9804 1.8377 0.47
H -0.8710 0.6364 2.2873 0.36
H 1.0700 2.3036 -0.7487 0.48
N -1.3051 -1.4353 -0.1129 -0.89
H 0.0811 1.4394 0.1798 0.51
H -1.5632 -1.0170 -1.0105 0.43
H -2.4615 -0.7193 1.5385 0.13
H -0.3485 -1.7586 -0.1276 0.38
H 4.3520 -1.5540 1.4721 0.47
N -0.7820 0.3795 1.3187 -0.73
O -1.2407 0.2300 -2.4197 -0.98
O 3.8149 -0.7614 1.3480 -0.93
H -0.9132 0.9525 -1.8387 0.51
C -1.5418 -0.5734 0.9506 0.34
O 0.2161 1.8741 -0.6967 -1.01
```

Properties
E_HOMO in Eh: -0.363
Molar mass in g/mol: 98.1
Orbital gap in eV: 10.5
2S+1: 1

***

Arrangement x

A cluster of 4 separate species, CH10N2O3 in total. Source: the Open Molecules 2025 dataset; level of theory: ωB97M-V with the def2-TZVPD basis set.

Structure (XYZ):
```
16
Properties=species:S:1:pos:R:3:nbo_charge:R:1
H 1.7000 -2.8571 0.4066 0.48
O 0.9573 -2.3763 0.0304 -0.96
H -2.4203 0.7781 -1.8335 0.16
O -0.0835 -0.0322 1.2284 -1.02
N -0.8477 1.1703 -3.0327 -0.83
H -0.5813 0.6754 0.7798 0.51
N -1.0260 1.6956 -0.7040 -0.74
H 2.4070 -1.1818 2.9918 0.45
H -1.1195 0.3278 -3.5141 0.39
O 1.6389 -0.8587 3.4758 -0.95
H 0.2296 -2.4533 0.6588 0.49
H 0.5978 -0.4444 0.6833 0.49
H -0.0136 1.7737 -0.7917 0.33
H 1.0486 -0.5944 2.7489 0.49
H 0.0351 1.5661 -3.3060 0.39
C -1.4835 1.3280 -1.8324 0.31
```

Properties
E_HOMO in Eh: -0.367
Molar mass in g/mol: 98.1
Orbital gap in eV: 10.5
2S+1: 1

***

Which of them is least stable? Easy: arrangement w.